ORCA calculation (ωB97M-V/def2-TZVPD) on a 2-piece molecular cluster, C2H3Cl2N overall at a distorted geometry.

Summary:
- relative energy (zero: lowest compared OMol25 entry of this formula, charge and spin) (eV) = 4.1617
- E_LUMO (eV) = -0.43
- net charge = 0
- frontier orbital gap (eV) = 9.48
- energy (Ha) = -1052.97006
- HOMO level (eV) = -9.90

Geometry (Å):
C -1.150 0.911 0.637
C -0.693 1.118 -0.909
N -0.652 -0.026 -0.330
Cl 3.314 -0.961 -0.311
Cl -0.318 -1.740 -0.419
H -0.566 1.361 1.404
H -2.133 0.724 0.709
H 2.198 -1.387 -0.783